1.
99
Properties=species:S:1:pos:R:3:lowdin_charge:R:1 method="wB97M-V/def2-TZVPD" orbital_gap_ev=9.2 molar_mass_g_mol=594.50 energy_ev=-68643.7267
O 8.28 7.24 11.47 -0.039
H 8.65 7.08 10.60 -0.003
H 7.34 7.31 11.32 0.041
O 6.62 9.06 9.83 -0.047
H 5.93 8.90 9.18 0.047
H 7.07 9.84 9.52 -0.009
O 15.60 13.09 9.14 -0.043
H 15.13 12.56 8.50 0.004
H 16.43 13.29 8.72 0.080
O 13.66 8.44 6.96 -0.026
H 13.79 8.15 6.06 0.053
H 13.81 7.66 7.49 0.030
O 14.02 8.79 15.41 -0.043
H 14.81 9.30 15.25 0.039
H 13.52 9.31 16.04 0.019
O 11.06 12.57 16.07 -0.050
H 11.41 12.76 15.20 -0.007
H 10.11 12.53 15.94 0.025
O 8.95 12.35 14.03 -0.035
H 8.91 11.67 13.35 0.006
H 8.04 12.48 14.28 0.059
O 13.94 12.00 7.10 -0.036
H 13.95 11.10 6.79 0.026
H 13.04 12.16 7.36 0.002
O 9.01 8.43 13.90 -0.046
H 8.93 7.83 13.16 -0.002
H 9.95 8.49 14.05 0.003
O 10.73 9.83 6.44 -0.049
H 11.64 9.53 6.42 -0.009
H 10.57 10.07 7.35 -0.005
O 13.35 13.66 10.41 -0.045
H 14.11 13.27 9.97 -0.017
H 13.71 14.04 11.21 0.023
O 15.49 11.43 14.19 -0.030
H 16.12 12.02 14.60 0.053
H 15.71 11.45 13.25 0.012
O 15.65 13.78 11.95 -0.044
H 16.42 13.96 12.49 0.048
H 16.00 13.39 11.15 -0.004
O 12.53 12.57 13.53 -0.038
H 13.34 12.27 13.94 0.024
H 12.63 12.33 12.61 0.010
O 11.70 13.28 8.14 -0.046
H 10.86 12.87 8.33 0.010
H 12.10 13.42 8.99 -0.006
O 7.72 11.42 8.53 -0.045
H 8.51 11.85 8.87 -0.027
H 7.74 11.58 7.59 0.050
O 7.88 10.37 12.39 -0.057
H 7.22 9.86 11.91 0.027
H 8.40 9.70 12.85 -0.015
O 16.68 9.97 7.99 -0.055
H 16.54 10.90 7.80 0.011
H 16.00 9.74 8.62 -0.028
O 12.38 5.74 13.02 -0.049
H 13.24 5.83 13.43 -0.007
H 12.40 4.89 12.59 0.076
O 12.21 7.11 10.43 -0.016
H 12.89 6.66 9.92 0.043
H 12.32 6.77 11.32 0.001
O 15.96 7.28 10.47 -0.027
H 16.85 7.19 10.80 0.055
H 15.86 6.57 9.83 0.045
O 12.54 10.42 17.37 -0.049
H 12.05 10.60 18.18 0.050
H 12.13 10.98 16.71 -0.001
O 6.65 12.99 11.65 -0.047
H 7.15 12.17 11.69 -0.021
H 5.87 12.78 11.15 0.028
O 14.64 6.52 14.08 -0.031
H 14.90 7.44 14.15 0.037
H 14.44 6.26 14.98 0.067
O 10.79 9.51 9.56 -0.027
H 10.10 8.85 9.62 0.045
H 11.60 9.00 9.56 0.027
O 14.83 9.98 10.14 -0.047
H 15.07 9.16 10.57 0.011
H 13.92 10.14 10.40 0.009
O 17.31 11.31 11.16 -0.043
H 16.50 10.95 10.82 -0.016
H 17.60 10.67 11.81 0.034
O 11.78 8.50 13.63 -0.021
H 11.93 7.69 13.14 0.010
H 12.52 8.55 14.23 0.015
O 10.82 6.16 15.66 -0.041
H 11.43 6.13 14.93 -0.023
H 10.57 5.24 15.80 0.033
O 10.26 13.96 12.24 -0.036
H 10.91 14.66 12.33 0.051
H 10.53 13.30 12.88 -0.008
O 9.73 12.32 9.86 -0.035
H 10.02 11.45 10.13 0.030
H 10.08 12.91 10.53 0.038
O 9.44 6.72 8.75 -0.027
H 10.39 6.66 8.71 0.025
H 9.18 6.98 7.86 0.059
O 12.39 10.50 11.42 -0.036
H 12.41 10.13 12.30 0.030
H 11.61 10.10 11.02 -0.002

=====

2.
12
Properties=species:S:1:pos:R:3:nbo_charge:R:1 method="wB97M-V/def2-TZVPD" orbital_gap_ev=7.4 molar_mass_g_mol=287.82 energy_ev=-54639.4513
P 0.62 0.45 -2.90 -0.051
P -0.37 1.72 3.12 0.140
P -0.24 -2.17 -1.49 -0.021
P 0.44 1.13 -0.90 -0.005
P -0.12 -0.64 0.00 0.004
I 1.42 0.07 3.47 -0.121
H -0.52 1.13 -3.39 0.010
H 1.50 1.47 -3.60 0.021
H -1.38 0.73 2.74 0.002
H -0.85 1.60 4.43 -0.012
H -1.39 -2.71 -0.81 0.006
H 0.90 -2.79 -0.68 0.027

=====

The following ΔE to the lowest compared entry with this formula, charge and spin values (in kcal per mole) correspond, in order, to the records above: 56.7; 42.2.
The following maximum force values (in eV Å⁻¹) correspond, in order, to the records above: 1.27; 2.97.